Below is C20H25MoNO4PS2 as an isolated structure, with properties calculated with wB97M-V/def2-TZVPD.

Computed properties:
energy relative to the best compared isomer or geometry (same formula, charge and spin): 14.3 kcal/mol
multiplicity: 3
total charge: +3
expectation value of S²: 2.016

Each line ends with the Löwdin spin population.
Element x y z (Å)
Mo1 -0.4723 0.2173 -0.6410  1.772
O1 -0.8134 -1.8946 -1.0707  0.055
C1 0.0866 -2.6391 -2.0062  0.004
C2 1.0962 -1.5789 -2.4711  0.006
O2 2.0691 -1.6429 -3.0920  -0.004
O3 0.6674 -0.2348 -1.9259  -0.015
C3 0.8824 -3.6772 -1.2336  0.001
C4 0.9022 -3.6905 0.1580  0.002
C5 1.6802 -4.6218 0.8317  0.000
C6 2.4546 -5.5248 0.1205  0.000
C7 2.4562 -5.4940 -1.2683  0.001
C8 1.6758 -4.5739 -1.9477  0.000
C9 -0.7531 -3.1120 -3.1682  0.000
C10 -1.2153 -4.4243 -3.2307  0.000
C11 -2.0392 -4.8132 -4.2779  0.000
C12 -2.3957 -3.9044 -5.2624  -0.001
C13 -1.9433 -2.5908 -5.1997  0.000
C14 -1.1277 -2.1960 -4.1554  0.000
H1 -1.5509 -2.4853 -0.8520  0.001
H2 0.3030 -2.9954 0.7339  0.001
H3 1.6810 -4.6433 1.9130  0.000
H4 3.0585 -6.2517 0.6460  0.000
H5 3.0651 -6.1916 -1.8268  0.000
H6 1.6918 -4.5538 -3.0294  0.000
H7 -0.9413 -5.1444 -2.4722  0.000
H8 -2.3953 -5.8332 -4.3257  0.000
H9 -3.0227 -4.2189 -6.0858  0.000
H10 -2.2200 -1.8849 -5.9708  0.000
H11 -0.7715 -1.1700 -4.1276  0.001
C15 -3.8049 0.7822 2.1652  -0.001
P1 -2.1020 0.3719 2.4417  0.003
C16 -1.2394 1.6582 3.3063  0.000
C17 -1.9134 -1.2014 3.2394  0.000
O4 -1.4159 0.2565 0.9745  0.017
H12 -4.3003 0.8705 3.1364  0.000
H13 -4.2995 -0.0023 1.5916  0.000
H14 -3.8844 1.7374 1.6452  0.000
H15 -1.6588 1.7381 4.3132  0.000
H16 -1.3720 2.6135 2.7971  0.000
H17 -0.1789 1.4170 3.3882  0.000
H18 -2.3034 -1.1235 4.2579  0.000
H19 -0.8580 -1.4717 3.2926  0.000
H20 -2.4774 -1.9698 2.7095  0.000
S1 -0.1417 2.5950 -0.7206  0.119
C18 1.2500 2.9216 -1.7452  0.018
N1 1.1456 3.7143 -2.7710  0.004
C19 2.3720 3.8990 -3.5738  0.000
C20 3.5312 3.5096 -2.6571  0.002
S2 2.8203 2.3649 -1.4121  0.012
H21 0.2606 4.1269 -3.0433  0.001
H22 2.4427 4.9336 -3.9012  0.000
H23 2.3022 3.2518 -4.4491  0.000
H24 3.9424 4.3568 -2.1125  0.000
H25 4.3273 3.0004 -3.1931  0.001